This record from OMol25 describes 8 unconnected molecules or ions with the total composition C32H88N8O8 at a distorted geometry. The level of theory is wB97M-V/def2-TZVPD.

Geometry as XYZ:
```
136
Properties=species:S:1:pos:R:3:lowdin_charge:R:1
C 1.12698 -2.64251 -3.32362 -0.06
C 2.05183 -1.52506 -3.68983 -0.47
C 3.45234 -1.79658 -3.25883 -0.17
O 3.48819 -1.60984 -1.81267 -0.25
C 4.48456 -2.40235 -1.20853 -0.11
N 1.92365 -1.26433 -5.12934 0.05
H 0.11683 -2.27245 -3.37182 0.06
H 1.35995 -3.02638 -2.30792 0.09
H 1.24794 -3.43715 -4.06818 0.09
H 1.64838 -0.64397 -3.17198 0.13
H 4.13611 -1.07530 -3.68940 0.13
H 3.70187 -2.82203 -3.51095 0.13
H 5.44539 -2.36860 -1.71225 0.09
H 4.21204 -3.47756 -1.29598 0.09
H 4.56442 -2.09776 -0.16608 0.07
H 2.19860 -2.05398 -5.66672 0.06
H 2.50898 -0.48641 -5.43431 0.08
C -1.38667 -2.53550 4.77871 -0.07
C -0.18840 -3.41143 5.12002 -0.43
C 0.84988 -3.32352 3.96447 -0.23
O 0.33078 -3.62731 2.71114 -0.23
C 0.37426 -5.00257 2.32234 -0.08
N 0.30125 -3.14561 6.47169 0.04
H -1.87737 -2.74543 3.81913 0.08
H -1.08779 -1.46408 4.83774 0.09
H -2.12496 -2.65811 5.56472 0.07
H -0.53957 -4.44756 5.15065 0.13
H 1.71877 -3.93810 4.19097 0.11
H 1.29891 -2.32213 3.82055 0.13
H -0.26049 -5.66601 2.91316 0.09
H 1.37026 -5.42586 2.24328 0.09
H 0.00543 -4.97756 1.33083 0.07
H 0.50271 -2.18908 6.69158 0.06
H 1.05357 -3.73223 6.81560 0.07
C -6.58822 -2.64060 -2.41322 -0.05
C -5.25034 -2.92662 -1.70953 -0.44
C -4.97788 -1.84761 -0.67711 -0.25
O -5.07089 -0.60142 -1.27292 -0.20
C -4.85891 0.44289 -0.34535 -0.10
N -5.26768 -4.20237 -0.97672 0.03
H -6.83554 -3.43232 -3.09539 0.07
H -6.57617 -1.65032 -2.86894 0.06
H -7.31654 -2.61436 -1.58438 0.09
H -4.42560 -2.99912 -2.42442 0.14
H -4.01849 -2.05349 -0.20004 0.11
H -5.76523 -1.94679 0.08527 0.13
H -4.99911 1.39123 -0.86989 0.07
H -3.81604 0.44755 0.03442 0.08
H -5.56909 0.47902 0.52258 0.11
H -5.51228 -4.91477 -1.64564 0.06
H -6.02189 -4.16340 -0.27686 0.08
C -4.98310 4.65690 0.50951 -0.06
C -4.26626 5.84292 -0.10884 -0.45
C -3.27923 6.40199 0.89867 -0.23
O -2.26790 5.44846 1.15314 -0.22
C -1.16371 5.93917 1.91659 -0.09
N -3.70622 5.41634 -1.37651 0.05
H -5.73582 4.24877 -0.16739 0.08
H -5.49581 5.03505 1.38556 0.07
H -4.25721 3.89024 0.82403 0.07
H -4.93823 6.66508 -0.31326 0.13
H -3.82224 6.60741 1.83476 0.12
H -2.86793 7.40817 0.64203 0.13
H -0.61509 5.04234 2.25065 0.09
H -1.56312 6.42319 2.80646 0.09
H -0.48626 6.53623 1.29729 0.09
H -2.92552 4.79857 -1.19190 0.05
H -3.13046 6.16262 -1.77808 0.08
C -5.03211 0.65684 -4.61832 -0.05
C -4.55115 1.88964 -3.86691 -0.42
C -3.21932 1.56916 -3.21228 -0.21
O -2.24743 1.31769 -4.23568 -0.18
C -1.01951 0.86910 -3.68187 -0.10
N -4.58104 3.07363 -4.75694 0.06
H -6.06222 0.71955 -4.93310 0.07
H -4.93800 -0.19092 -3.91822 0.07
H -4.45543 0.46882 -5.50752 0.07
H -5.18789 2.06938 -3.01373 0.12
H -3.34867 0.67171 -2.56605 0.11
H -2.81528 2.36988 -2.54573 0.12
H -0.28781 0.88559 -4.49844 0.09
H -1.10074 -0.11397 -3.21902 0.07
H -0.69742 1.59618 -2.96202 0.06
H -3.82953 2.99483 -5.40882 0.06
H -4.38726 3.88386 -4.18616 0.05
C -1.13452 -1.50280 -0.61952 -0.03
C -0.04240 -0.65367 0.02412 -0.42
C -0.58164 0.10561 1.24433 -0.24
O -1.72233 0.87590 1.15531 -0.16
C -1.41103 2.02977 0.43055 -0.11
N 1.09159 -1.44909 0.47727 0.08
H -2.08891 -1.04904 -0.97877 0.07
H -1.45236 -2.23301 0.13992 0.09
H -0.69244 -1.97930 -1.51257 0.05
H 0.38398 0.06244 -0.66275 0.11
H 0.24933 0.68850 1.66753 0.12
H -0.79578 -0.66946 2.01087 0.13
H -1.36428 1.88093 -0.63619 0.07
H -0.48607 2.52367 0.83379 0.09
H -2.15944 2.80049 0.65047 0.07
H 1.55544 -1.86588 -0.31610 0.05
H 0.82797 -2.15131 1.15602 0.05
C 4.77893 2.44690 -1.08392 -0.06
C 3.52811 2.18388 -0.31908 -0.47
C 2.25816 2.57356 -1.05920 -0.22
O 2.38039 3.86188 -1.62585 -0.17
C 1.87184 4.76452 -0.63974 -0.10
N 3.57051 0.80451 0.13626 0.07
H 5.63249 2.30078 -0.45672 0.07
H 4.81882 3.48359 -1.52558 0.10
H 4.78027 1.76304 -1.95027 0.09
H 3.56225 2.79444 0.59062 0.13
H 1.42160 2.47523 -0.35799 0.10
H 2.15571 1.87535 -1.86862 0.11
H 0.82720 4.63057 -0.34311 0.07
H 1.88387 5.75595 -1.10699 0.10
H 2.48172 4.69528 0.24682 0.08
H 2.81893 0.53671 0.76608 0.06
H 3.46605 0.17052 -0.65066 0.04
C 5.09378 -2.14843 3.25627 -0.06
C 6.30141 -1.23661 3.32517 -0.44
C 7.54135 -2.02196 3.75541 -0.24
O 7.43576 -2.47383 5.07982 -0.17
C 8.11465 -3.70813 5.29061 -0.10
N 6.54856 -0.81917 1.94682 0.03
H 5.38345 -2.96388 2.55926 0.09
H 4.18435 -1.61730 2.95360 0.07
H 4.84463 -2.60446 4.20178 0.07
H 6.18765 -0.40168 3.99944 0.13
H 8.46016 -1.42987 3.63823 0.13
H 7.67223 -2.77891 2.99849 0.11
H 9.15682 -3.52089 5.46029 0.08
H 7.90086 -4.44983 4.50268 0.09
H 7.72243 -4.18533 6.18902 0.08
H 5.77952 -0.34717 1.49893 0.04
H 7.38462 -0.23056 1.86592 0.08
```

Properties
Energy relative to the best compared isomer or geometry (same formula, charge and spin) (kcal/mol): 31.17
LUMO energy (eV): 0.6
SMILES string: COC[C@H](C)N.COC[C@H](C)N.COC[C@H](C)N.COC[C@H](C)N.COC[C@H](C)N.COC[C@H](C)N.COC[C@H](C)N.COC[C@H](C)N
F_max (eV Å⁻¹): 2.72
Kohn-Sham gap (eV): 9.419